1.
DFT (ωB97M-V/def2-TZVPD) results for C40H80O31S6 as an isolated structure.

Each line ends with the Löwdin charge.
Cartesian coordinates (Å):
S 0.996 5.055 0.574  0.50
S 2.969 -1.956 -4.427  0.60
S -4.465 -3.499 2.977  0.56
S -0.441 -4.872 3.241  0.56
S -3.505 3.239 3.867  0.59
S -5.161 0.500 -1.342  0.49
O 4.245 -2.795 -3.988  -0.18
O -6.494 0.833 -1.638  -0.20
O 1.968 -2.956 -4.814  -0.25
O -1.888 -5.097 3.864  -0.23
O -0.079 -5.988 2.487  -0.20
O 0.335 -4.872 4.640  -0.20
O -4.583 -0.347 -2.525  -0.18
O -1.689 -3.007 -2.582  -0.15
O -4.868 -0.059 -0.090  -0.22
O 3.385 -0.909 -5.362  -0.26
O 4.420 -3.164 0.685  -0.17
O -1.128 1.187 -4.782  -0.19
O -1.511 0.002 0.243  -0.14
O 0.093 5.936 1.424  -0.17
O 1.843 -0.187 7.194  -0.16
O -0.325 -3.573 2.610  -0.25
O -4.129 3.656 5.079  -0.20
O 1.888 4.372 1.452  -0.23
O -3.324 -2.643 3.025  -0.22
O -2.064 3.299 3.838  -0.24
O -0.194 4.218 0.078  -0.20
O 1.627 5.625 -0.547  -0.20
O -4.917 -4.109 4.187  -0.22
O -4.222 1.679 -1.604  -0.20
O -0.783 4.558 -3.184  -0.16
O -4.367 -4.506 1.817  -0.19
O -5.717 -2.738 2.364  -0.20
O -4.119 3.886 2.615  -0.18
O 4.783 1.018 -1.575  -0.18
O 2.655 -1.281 -3.085  -0.21
O -3.868 1.727 3.512  -0.18
C -1.935 -4.530 5.239  -0.13
C 0.363 3.616 -3.144  -0.15
C 1.342 4.213 -4.134  -0.19
C 4.107 3.262 -1.953  -0.15
C 3.305 -3.563 1.409  -0.21
C 3.227 -0.489 7.303  -0.21
C -4.924 3.009 1.856  -0.14
C -0.427 -4.552 -1.389  -0.15
C 4.971 2.762 -3.112  -0.18
C -0.325 5.769 -3.820  -0.18
C 3.669 -0.727 5.801  -0.14
C -0.091 0.168 -4.890  -0.19
C -0.248 -3.300 -2.243  -0.11
C -1.917 0.302 1.533  -0.25
C 2.626 -2.303 1.960  -0.12
C -3.231 1.465 -2.697  -0.07
C 1.664 0.674 6.039  -0.16
C -0.637 -5.010 5.808  -0.08
C -3.193 -0.048 -2.740  -0.14
C 0.381 0.705 1.570  -0.12
C -6.010 -3.156 1.003  -0.11
C 3.550 -1.839 -2.024  -0.10
C 4.891 1.268 -3.020  -0.17
C -1.191 1.892 -6.025  -0.20
C 2.685 0.173 5.002  -0.16
C 0.023 1.474 -6.816  -0.15
C -1.205 4.020 1.019  -0.17
C -0.204 0.516 0.140  -0.18
C -5.051 1.751 2.676  -0.14
C 0.234 0.038 -6.331  -0.16
C -1.738 -4.328 -0.635  -0.15
C 4.431 2.248 -0.857  -0.15
C 4.753 -2.329 -2.725  -0.14
C 3.657 -1.164 1.605  -0.14
C -0.877 5.040 2.107  -0.11
C -5.532 -4.611 1.042  -0.15
C 1.189 5.656 -3.921  -0.18
C 4.922 -1.990 1.285  -0.20
C -2.548 -3.411 -1.573  -0.23
C -0.743 0.073 2.449  -0.12
H 0.749 0.446 -4.285  0.10
H -0.502 -0.982 2.444  0.09
H -5.258 -5.167 0.146  0.14
H 0.776 3.639 -2.172  0.07
H 5.978 3.136 -2.962  0.11
H -2.246 1.376 1.561  0.11
H -0.717 -6.074 6.102  0.14
H -0.788 6.595 -3.245  0.13
H -2.735 -4.977 5.774  0.13
H 0.332 -0.249 -0.492  0.13
H 2.296 3.752 -3.956  0.09
H 1.597 -2.213 1.633  0.08
H 5.431 -2.281 2.227  0.13
H 3.679 -4.261 2.160  0.12
H 5.321 -3.099 -2.210  0.15
H 2.739 -4.217 0.707  0.13
H 1.363 0.197 1.711  0.09
H -2.072 1.530 -6.515  0.11
H -1.956 -3.452 5.077  0.13
H -0.489 -0.740 -4.392  0.13
H -0.408 4.532 2.969  0.12
H -0.903 0.569 3.402  0.11
H -3.417 -3.963 -1.889  0.11
H 1.291 -0.254 -6.544  0.11
H -2.550 -0.418 -1.936  0.11
H 3.418 -1.412 7.919  0.12
H -3.582 1.967 -3.559  0.12
H 5.749 0.667 -3.379  0.13
H -0.459 -5.423 -2.039  0.11
H 1.843 1.686 6.248  0.10
H -1.605 -3.846 0.330  0.09
H -0.241 1.475 -0.389  0.10
H 5.236 2.514 -0.268  0.09
H 2.956 -2.659 -1.670  0.12
H 0.092 -2.476 -1.659  0.09
H 3.902 -0.394 2.352  0.10
H -2.295 -5.229 -0.437  0.10
H -1.691 5.621 2.503  0.13
H 3.720 -1.064 -1.300  0.10
H 4.676 -0.405 5.556  0.10
H 3.803 0.355 7.878  0.14
H 3.291 0.974 4.557  0.11
H 0.025 2.630 -3.343  0.09
H 5.629 -1.546 0.604  0.12
H 1.642 6.138 -4.798  0.13
H -4.958 0.848 2.048  0.11
H 0.326 -3.471 -3.135  0.09
H 2.142 -0.403 4.289  0.07
H -2.146 4.281 0.484  0.15
H -0.448 -0.673 -6.813  0.13
H 5.429 -1.541 -2.956  0.11
H 0.640 0.422 5.731  0.12
H -1.162 2.954 1.310  0.10
H 3.570 2.095 -0.243  0.10
H 4.272 4.310 -1.651  0.13
H -2.284 1.865 -2.370  0.12
H 3.426 -0.576 0.696  0.08
H 1.674 5.946 -3.028  0.09
H 0.430 1.761 1.835  0.09
H 3.561 -1.779 5.578  0.09
H -5.903 3.454 1.768  0.14
H -4.449 2.918 0.857  0.13
H -6.304 -5.169 1.635  0.15
H -1.241 2.952 -5.700  0.12
H -5.990 1.716 3.187  0.13
H 1.106 3.945 -5.161  0.10
H 0.884 2.120 -6.545  0.11
H -5.460 -2.495 0.307  0.12
H 3.065 3.056 -2.211  0.09
H -7.087 -3.088 0.924  0.13
H -0.648 5.724 -4.911  0.13
H -2.751 -0.375 1.861  0.12
H -0.307 -4.398 6.589  0.11
H -2.780 -2.497 -0.990  0.11
H -2.908 -0.429 -3.730  0.14
H 2.661 -2.355 3.038  0.09
H 4.563 3.119 -4.085  0.12
H -0.199 1.514 -7.892  0.12
H 3.905 0.989 -3.448  0.11
H 0.425 -4.716 -0.713  0.11

Values from the calculation:
ΔE to the lowest compared entry with this formula, charge and spin ... 0.0 kcal/mol
Multiplicity ... 1
Maximum force ... 0.0726 Eh/bohr
Gap between HOMO and LUMO ... 9.639 eV
Molecular weight ... 1249.5 g/mol

---

2.
DFT (ωB97M-V/def2-TZVPD) results for a 2-piece molecular cluster, H2NOS overall.

Each line ends with the Löwdin charge.
Cartesian coordinates (Å):
S 1.146 0.336 0.649  0.31
O -1.475 0.478 0.931  -0.22
N -0.537 0.481 0.191  -0.67
H 1.140 -0.168 -0.662  -0.26
H -0.275 -1.126 -1.109  -0.15

Values from the calculation:
ΔE to the lowest compared entry with this formula, charge and spin ... 79.1 kcal/mol
Multiplicity ... 1
Maximum force ... 0.0612 Eh/bohr
Gap between HOMO and LUMO ... 5.747 eV
Molecular weight ... 64.1 g/mol
Total charge ... -1

---

3.
DFT (ωB97M-V/def2-TZVPD) results for C38H33Cl3N5O4P2PbSe3Si as an isolated structure.

Each line ends with the Löwdin charge.
Cartesian coordinates (Å):
Pb -0.246 -3.070 1.755  1.25
Se -4.553 -0.107 -2.725  0.39
Se 0.104 -3.520 -1.811  0.88
Se -1.760 -0.687 2.940  0.35
Cl 0.685 -0.909 7.585  0.63
Cl 1.266 -3.725 7.758  0.61
Cl -1.513 -2.836 8.023  0.64
P -1.689 0.561 1.185  0.64
P -2.754 0.972 -2.805  0.55
Si 2.157 -3.093 -2.618  0.19
O 1.304 -1.258 1.605  -0.23
O 1.724 -3.943 2.197  -0.31
O 6.262 -1.183 5.635  0.08
O 6.901 -3.219 5.354  0.09
N -0.460 -1.761 -1.553  -0.50
N -0.342 -2.833 4.690  0.14
N -0.954 -0.940 -2.453  0.09
N -0.686 -1.320 -0.319  -0.08
N 6.101 -2.321 5.207  -0.35
C -4.638 3.334 1.239  -0.08
C -5.567 1.221 0.545  -0.08
C -1.391 -0.207 -0.431  -0.36
C 0.801 1.488 0.470  -0.10
C -0.755 1.628 -4.546  -0.10
C -2.108 0.748 -6.794  -0.06
C 4.931 -2.675 4.412  -0.16
C 3.516 -4.402 3.536  0.01
C 2.810 -4.810 -2.900  -0.20
C -2.568 5.295 -1.423  -0.07
C 0.052 -2.519 7.215  -1.57
C 3.102 -2.107 2.957  -0.09
C -3.334 2.756 1.264  -0.05
C -1.373 4.535 -1.392  -0.05
C 1.893 -2.065 -4.117  -0.22
C -0.201 1.549 1.405  -0.37
C 3.201 -2.306 -1.294  -0.20
C 4.568 -4.003 4.322  0.02
C 4.229 -1.724 3.727  0.06
C -0.153 -2.664 5.793  -0.38
C 1.989 2.142 0.764  -0.08
C -1.587 0.019 -1.813  -0.39
C -1.400 3.199 -1.720  -0.08
C -2.692 0.574 -5.562  -0.10
C 2.090 2.882 1.930  -0.05
C -4.356 0.624 0.686  -0.14
C 0.953 3.059 2.756  -0.07
C -2.003 1.022 -4.465  -0.34
C -0.171 2.403 2.487  -0.14
C 2.423 -1.090 2.155  -0.12
C -0.822 1.312 -6.884  -0.08
C -3.211 1.392 1.012  -0.38
C -3.755 3.290 -2.139  -0.11
C -5.671 2.583 0.862  -0.10
C -3.759 4.676 -1.754  -0.06
C -0.189 1.750 -5.777  -0.11
C 2.745 -3.496 2.835  -0.39
C -2.619 2.612 -2.168  -0.37
H -0.441 5.008 -1.143  0.11
H -0.163 1.867 -3.653  0.11
H -0.541 2.637 -1.666  0.05
H 2.586 -1.467 -0.833  0.04
H 2.839 -2.044 -4.733  0.07
H 5.155 -4.752 4.872  0.14
H -6.429 0.582 0.222  0.13
H -2.682 6.243 -0.890  0.11
H 3.271 -5.468 3.357  0.14
H 1.076 -2.531 -4.675  0.03
H -4.626 5.374 -1.783  0.12
H -6.685 3.046 0.694  0.14
H 2.763 -0.048 1.991  0.13
H 0.818 2.198 -5.823  0.12
H -4.817 4.414 1.356  0.12
H 2.916 2.052 0.192  0.12
H -2.477 3.357 1.481  0.09
H 4.504 -0.676 3.778  0.13
H 3.480 -2.951 -0.533  -0.01
H -4.727 2.832 -2.487  0.11
H -3.679 0.152 -5.388  0.06
H 2.237 -5.297 -3.687  0.04
H 4.189 -1.970 -1.821  0.09
H 1.503 -1.046 -3.895  0.03
H 2.870 -5.400 -2.011  0.03
H 3.045 3.335 2.159  0.11
H -1.013 2.407 3.283  0.15
H -2.543 0.397 -7.722  0.11
H 1.103 3.645 3.662  0.12
H -4.228 -0.372 0.430  0.07
H 3.841 -4.697 -3.220  0.04
H 0.633 0.959 -0.447  0.09
H -0.303 1.380 -7.911  0.14

Values from the calculation:
ΔE to the lowest compared entry with this formula, charge and spin ... 0.0 kcal/mol
Multiplicity ... 1
Maximum force ... 0.0967 Eh/bohr
Gap between HOMO and LUMO ... 7.513 eV
Molecular weight ... 1264.2 g/mol
Total charge ... +1